115
Properties=species:S:1:pos:R:3:forces:R:3 method="wB97M-V/def2-TZVPD" e_homo_ev=-9.4 largest_force_ha_per_bohr=0.0267 homo_lumo_gap_ev=9.92 lumo_energy_ev=0.53 smiles=ClC(Cl)Cl.c1ccncc1.c1ccncc1.c1ccncc1.c1ccncc1.c1ccncc1.c1ccncc1.c1ccncc1.c1ccncc1.c1ccncc1.c1ccncc1 multiplicity=1
H -1.343 10.816 1.911 -0.139 0.355 0.179
H -8.148 11.631 2.797 0.118 0.110 0.039
H 0.135 5.515 -7.516 -0.068 0.061 0.036
C -4.078 6.407 3.584 -1.000 -0.425 -0.329
H 1.644 7.602 1.639 0.241 0.318 -0.039
C -0.101 6.284 -1.608 -0.120 -0.056 0.612
C 1.729 8.897 3.386 0.335 0.156 -0.251
H -0.698 7.053 1.981 -0.120 0.214 -0.154
C 0.446 2.302 -4.773 0.067 -0.056 -0.181
C 4.594 10.452 -0.198 0.204 -0.582 0.631
C -3.750 12.208 -4.771 -0.315 -0.453 0.357
H 1.077 4.273 -4.119 0.281 -0.143 -0.149
Cl -3.920 3.516 -1.487 -0.064 -0.064 0.149
H -1.496 6.868 -6.098 0.059 -0.112 -0.371
C -0.594 8.526 -0.891 1.099 -0.497 -0.499
C -3.011 12.165 -5.928 0.364 0.168 -0.605
H -0.143 9.489 -0.690 -0.725 0.263 0.319
H 0.591 12.885 -2.059 -0.514 -0.034 -0.282
H -0.625 8.098 -4.215 0.177 0.198 0.037
C -5.077 4.595 -2.228 -0.441 0.181 -0.587
H -0.760 2.118 -1.180 0.197 -0.148 0.069
H -4.619 11.114 0.795 0.122 -0.180 -0.170
C -1.926 8.161 -0.877 -0.029 0.376 -0.067
H -4.583 5.386 -2.775 0.337 0.072 0.325
C -1.470 6.029 -1.589 0.376 0.144 -0.604
H 2.795 9.092 3.314 0.014 0.065 0.047
C -1.225 12.148 -1.028 0.351 0.567 -0.817
N 1.101 9.434 4.432 0.145 0.178 0.212
H 2.754 9.434 0.251 -0.244 0.268 -0.112
C -3.465 5.227 1.585 -0.572 -0.611 0.012
C 3.446 9.746 -0.525 0.405 0.047 -0.197
Cl -6.171 5.360 -1.066 0.205 -0.182 0.012
H -5.041 8.654 0.492 -0.065 -0.103 -0.030
H -0.013 4.311 0.622 0.266 0.225 -0.102
C -5.750 9.274 1.025 0.190 0.498 -0.096
C -3.499 11.245 -3.795 -0.559 0.232 -0.178
H 0.684 2.958 4.425 -0.025 -0.070 0.026
C 5.524 10.723 -1.182 -0.082 0.392 -0.445
C -0.427 6.860 -5.933 0.049 -0.018 0.657
C 0.427 11.638 1.048 -0.086 0.413 -0.048
H -0.734 9.599 5.395 0.302 -0.008 0.233
H 4.831 10.664 0.838 -0.225 0.240 -0.019
H -4.245 3.071 3.892 -0.091 -0.106 -0.225
C 1.788 1.891 2.919 0.621 -0.012 0.466
N 1.771 6.027 -6.415 0.239 -0.428 0.261
C 0.325 7.543 -1.246 0.193 -0.505 0.576
C 1.551 2.814 0.767 0.364 -0.044 -0.914
H 1.052 11.383 1.894 -0.004 0.003 -0.008
H -3.433 7.374 1.837 -0.127 -0.192 -0.421
H 2.017 12.409 -0.099 -0.073 0.241 -0.337
H -8.799 9.323 2.533 0.122 -0.394 0.057
H 2.983 1.285 1.213 -0.156 -0.246 0.006
C -0.233 7.809 2.604 0.191 -0.498 -0.080
N -3.697 4.035 2.145 -0.045 0.014 0.149
C 1.112 8.121 2.427 -0.472 -0.628 0.128
C -4.360 5.181 4.161 0.696 0.082 0.160
H -4.327 7.347 4.063 0.306 -0.045 0.230
H 6.401 11.322 -0.973 0.031 -0.084 0.092
H -4.573 12.897 -4.636 0.168 0.194 -0.022
N 0.311 3.734 2.562 -0.485 0.053 0.339
C 2.223 6.678 -5.349 0.009 0.414 0.273
H 3.255 6.524 -5.053 0.152 0.025 -0.302
H -4.604 5.120 5.214 -0.296 -0.163 -0.101
H 3.952 9.118 -3.671 -0.146 -0.036 0.028
C 5.288 10.268 -2.471 0.160 0.316 0.686
C -7.461 10.949 2.307 -0.143 -0.415 0.191
H -1.135 0.158 -2.662 0.157 -0.141 -0.042
H 1.394 7.665 -1.119 -0.033 0.547 -0.336
C 2.162 1.884 1.583 -0.088 0.640 0.536
C 1.426 7.498 -4.568 -0.584 -0.131 0.540
C 0.125 12.467 -1.178 0.375 0.008 0.627
C 0.588 3.681 1.268 0.054 -0.473 0.156
Cl -6.001 3.733 -3.483 -0.084 -0.068 0.129
C 0.470 6.099 -6.662 -0.276 -0.011 -0.778
N -1.741 10.321 -5.120 -0.141 -0.644 -0.114
H -1.882 8.037 3.998 -0.140 0.063 -0.437
H -7.158 7.720 1.419 0.072 0.002 0.127
H 5.969 10.578 -3.251 -0.039 -0.473 -0.231
C -0.181 9.147 4.579 -0.479 0.078 -0.702
N -6.319 11.445 1.860 -0.106 0.276 -0.444
H 1.777 7.987 -3.667 0.311 0.004 -0.131
H -1.842 5.073 -1.943 -0.004 0.026 0.259
H -1.861 12.324 -1.889 -0.289 -0.077 0.224
H 0.635 5.508 -1.761 -0.265 -0.182 -0.347
C 4.142 9.513 -2.678 -0.002 0.805 -0.960
N -1.760 11.648 0.076 -0.053 -0.151 -0.099
H 0.782 2.402 -5.796 -0.078 0.085 -0.028
C -0.930 11.393 1.088 -0.107 -0.780 0.001
C -2.515 10.312 -4.033 0.381 -0.147 0.032
H -3.148 12.886 -6.724 -0.154 -0.041 0.019
H -4.118 11.208 -2.907 0.145 -0.076 0.072
H -1.393 11.185 -6.954 -0.007 -0.118 -0.055
C 0.908 2.858 3.370 -0.094 0.202 -0.301
C -0.362 2.104 -2.192 -0.296 -0.462 0.085
C 0.668 3.305 -3.852 -0.621 0.126 0.357
C -7.815 9.606 2.187 0.034 0.835 -0.081
C -3.682 6.406 2.261 0.764 1.140 0.086
C -0.567 1.004 -3.022 -0.572 0.843 0.048
C -4.122 4.033 3.405 0.138 0.102 0.424
C -0.890 8.337 3.687 0.004 0.010 0.965
C -5.516 10.633 1.167 0.265 0.198 0.640
H -3.197 5.197 0.538 0.237 0.238 0.027
H -0.462 0.357 -5.035 0.098 0.138 -0.153
C -0.230 1.166 -4.352 0.324 -0.833 -0.046
C -6.915 8.768 1.562 -0.510 -0.868 -0.277
N -2.365 6.947 -1.234 -0.236 0.101 0.101
H -2.663 8.896 -0.570 -0.176 -0.074 -0.036
H 1.891 2.885 -0.260 -0.377 0.048 -0.084
C -2.022 11.192 -6.072 0.023 0.766 0.359
C 0.946 12.239 -0.093 0.484 -0.600 0.622
C 0.067 7.561 -4.846 -0.002 -0.075 -0.170
H 2.287 1.280 3.663 -0.125 -0.234 -0.167
H -2.320 9.507 -3.333 0.021 0.118 0.164
N 0.226 3.212 -2.592 0.408 0.596 0.044
N 3.195 9.345 -1.773 -0.077 -0.883 0.521